Record 1
{
  "formula": "C51H46Br2F3N7RbSb",
  "method": "ωB97M-V with the def2-TZVPD basis set",
  "elements": ["Rb", "C", "C", "N", "C", "C", "C", "C", "C", "C", "C", "N", "C", "C", "N", "N", "H", "H", "H", "H", "H", "H", "H", "H", "H", "H", "H", "H", "H", "H", "H", "H", "H", "H", "Br", "C", "C", "C", "N", "C", "C", "C", "C", "C", "Br", "C", "C", "N", "H", "H", "H", "H", "H", "H", "C", "C", "C", "C", "C", "C", "N", "C", "C", "C", "C", "C", "C", "H", "H", "H", "H", "H", "H", "H", "H", "H", "H", "F", "C", "C", "C", "C", "C", "C", "Sb", "C", "C", "C", "C", "F", "C", "C", "C", "C", "C", "C", "F", "C", "C", "H", "H", "H", "H", "H", "H", "H", "H", "H", "H", "H", "H"],
  "xyz": [[0.654, 1.257, 0.512], [2.486, -1.136, 2.788], [3.447, -0.665, 1.695], [3.360, 0.763, 1.434], [4.007, 1.609, 2.417], [3.152, 1.734, 3.652], [3.703, 1.655, 4.928], [2.856, 1.711, 6.022], [1.492, 1.812, 5.801], [1.031, 1.911, 4.490], [-0.443, 2.064, 4.202], [-0.869, 1.311, 3.034], [-1.093, -0.102, 3.279], [0.195, -0.873, 3.567], [1.137, -0.714, 2.488], [1.853, 1.909, 3.452], [2.767, -0.705, 3.752], [2.587, -2.232, 2.877], [3.188, -1.178, 0.767], [4.468, -0.968, 1.986], [3.769, 0.935, 0.524], [4.131, 2.611, 1.988], [5.002, 1.230, 2.709], [4.769, 1.550, 5.057], [3.246, 1.654, 7.027], [0.796, 1.809, 6.625], [-0.622, 3.126, 4.010], [-1.015, 1.787, 5.104], [-1.743, 1.706, 2.706], [-1.550, -0.521, 2.377], [-1.788, -0.275, 4.121], [-0.078, -1.928, 3.762], [0.660, -0.489, 4.479], [0.813, -1.219, 1.667], [-1.005, 8.550, 1.845], [-0.483, 6.778, 1.365], [0.329, 6.038, 2.216], [0.639, 4.744, 1.818], [0.234, 4.202, 0.688], [-0.512, 4.932, -0.149], [-0.915, 6.237, 0.174], [-0.860, 4.318, -1.432], [-1.100, 5.108, -2.563], [-1.375, 4.474, -3.755], [-1.722, 5.516, -5.308], [-1.399, 3.088, -3.821], [-1.139, 2.402, -2.643], [-0.891, 2.982, -1.485], [0.698, 6.451, 3.141], [1.255, 4.109, 2.443], [-1.560, 6.802, -0.480], [-1.045, 6.184, -2.521], [-1.600, 2.570, -4.745], [-1.134, 1.319, -2.641], [2.355, 2.812, -4.782], [2.321, 3.205, -3.452], [2.160, 2.279, -2.443], [2.021, 0.904, -2.725], [2.030, 0.535, -4.089], [2.204, 1.467, -5.086], [1.791, 0.031, -1.713], [2.221, -1.244, -1.771], [3.340, -1.675, -2.523], [3.752, -2.986, -2.506], [3.098, -3.931, -1.726], [2.016, -3.530, -0.956], [1.590, -2.222, -0.972], [2.492, 3.540, -5.568], [2.433, 4.253, -3.203], [2.162, 2.602, -1.404], [1.887, -0.505, -4.342], [2.222, 1.140, -6.116], [3.880, -0.950, -3.114], [4.594, -3.291, -3.116], [3.426, -4.960, -1.719], [1.492, -4.263, -0.355], [0.719, -1.919, -0.396], [-7.911, -3.056, -3.114], [-6.699, -2.726, -2.620], [-6.327, -3.208, -1.380], [-5.087, -2.858, -0.875], [-4.237, -2.025, -1.584], [-4.634, -1.567, -2.833], [-5.861, -1.918, -3.366], [-2.276, -1.392, -0.862], [-2.353, -2.593, 0.946], [-3.394, -2.348, 1.831], [-3.497, -3.041, 3.023], [-2.520, -3.971, 3.329], [-2.604, -4.642, 4.498], [-1.458, -4.222, 2.481], [-1.382, -3.523, 1.288], [-1.361, -2.862, -2.130], [-0.507, -2.431, -3.131], [0.106, -3.339, -3.975], [-0.148, -4.685, -3.788], [0.454, -5.582, -4.596], [-1.010, -5.139, -2.807], [-1.619, -4.214, -1.978], [-6.999, -3.847, -0.827], [-4.789, -3.244, 0.089], [-3.971, -0.930, -3.405], [-6.176, -1.577, -4.341], [-4.141, -1.606, 1.578], [-4.316, -2.874, 3.703], [-0.716, -4.954, 2.754], [-0.561, -3.716, 0.611], [-0.300, -1.374, -3.237], [0.783, -3.023, -4.753], [-1.187, -6.198, -2.701], [-2.290, -4.549, -1.197]],
  "de_lowest_kcal_mol": 4.9,
  "mol_weight_g_mol": 1181.01,
  "gap_ev": 5.38
}



Record 2
{
  "formula": "C51H46NO2P2SSe2SiTl",
  "method": "ωB97M-V with the def2-TZVPD basis set",
  "elements": ["Tl", "O", "S", "C", "C", "C", "C", "C", "C", "P", "C", "C", "C", "C", "C", "C", "C", "C", "C", "C", "C", "C", "C", "C", "C", "C", "C", "C", "P", "C", "C", "C", "C", "C", "C", "C", "C", "C", "C", "C", "C", "H", "H", "H", "H", "H", "H", "H", "H", "H", "H", "H", "H", "H", "H", "H", "H", "H", "H", "H", "H", "H", "H", "H", "H", "H", "H", "H", "H", "C", "Si", "C", "C", "N", "C", "C", "C", "C", "C", "C", "O", "C", "C", "C", "C", "C", "C", "H", "H", "H", "H", "H", "H", "H", "H", "H", "H", "H", "H", "H", "H", "H", "H", "H", "H", "Se", "Se"],
  "xyz": [[-1.051, 0.277, 1.374], [0.439, -3.789, -0.350], [0.815, -2.344, -0.287], [2.673, -2.512, -0.263], [3.359, -3.356, -1.125], [4.735, -3.487, -1.016], [5.421, -2.767, -0.038], [4.726, -1.942, 0.836], [3.337, -1.824, 0.748], [2.287, -0.823, 1.918], [3.597, 0.189, 2.723], [3.904, 1.391, 2.080], [4.874, 2.242, 2.588], [5.545, 1.909, 3.759], [5.236, 0.724, 4.414], [4.267, -0.130, 3.900], [1.922, -2.090, 3.201], [0.759, -1.889, 3.943], [0.404, -2.774, 4.956], [1.203, -3.875, 5.227], [2.351, -4.096, 4.475], [2.707, -3.210, 3.468], [0.764, -1.745, -2.031], [0.319, -2.741, -2.898], [0.418, -2.595, -4.267], [1.034, -1.459, -4.782], [1.457, -0.469, -3.914], [1.269, -0.539, -2.527], [1.811, 0.869, -1.419], [3.434, 1.155, -2.301], [4.358, 0.111, -2.178], [5.604, 0.162, -2.781], [5.961, 1.261, -3.554], [5.055, 2.299, -3.701], [3.811, 2.252, -3.075], [0.901, 2.436, -1.958], [0.622, 2.494, -3.458], [-0.498, 3.149, -3.713], [-1.014, 3.750, -2.435], [1.122, 4.865, -1.635], [1.683, 3.668, -1.509], [2.809, -3.897, -1.886], [5.277, -4.135, -1.696], [6.499, -2.854, 0.047], [5.272, -1.386, 1.589], [3.354, 1.664, 1.181], [5.097, 3.171, 2.077], [6.295, 2.577, 4.166], [5.749, 0.464, 5.333], [4.025, -1.045, 4.428], [0.107, -1.042, 3.729], [-0.508, -2.598, 5.513], [0.928, -4.568, 6.013], [2.966, -4.967, 4.667], [3.598, -3.400, 2.883], [-0.101, -3.634, -2.448], [0.066, -3.380, -4.927], [1.186, -1.341, -5.849], [2.000, 0.364, -4.334], [4.087, -0.768, -1.612], [6.291, -0.664, -2.646], [6.931, 1.304, -4.036], [5.307, 3.158, -4.313], [3.143, 3.091, -3.214], [1.268, 2.066, -4.204], [-0.932, 3.340, -4.687], [-2.083, 3.937, -2.396], [1.639, 5.750, -1.279], [2.645, 3.558, -1.019], [1.778, 4.522, 1.982], [0.497, 3.234, 2.512], [1.379, 1.961, 3.577], [-0.612, 4.168, 3.717], [-0.061, 2.486, 1.033], [-0.608, 3.261, 0.074], [-1.322, 4.413, 0.407], [-1.590, 5.649, -0.287], [-1.075, 6.061, -1.455], [-0.250, 5.098, -2.256], [-0.542, 2.733, -1.375], [-1.276, 1.503, -1.383], [-2.444, 1.347, -2.082], [-3.611, 1.934, -1.623], [-4.784, 1.782, -2.352], [-4.791, 1.034, -3.522], [-3.621, 0.405, -3.942], [-2.446, 0.558, -3.223], [2.184, 5.041, 2.859], [1.320, 5.267, 1.323], [2.611, 4.057, 1.441], [2.402, 2.280, 3.818], [1.440, 0.997, 3.062], [0.820, 1.794, 4.497], [-1.443, 3.531, 4.026], [-1.005, 5.112, 3.329], [-0.003, 4.393, 4.602], [-1.628, 4.431, 1.443], [-2.226, 6.346, 0.254], [-1.306, 7.040, -1.861], [-0.087, 5.516, -3.256], [-3.587, 2.500, -0.698], [-5.697, 2.244, -1.997], [-5.703, 0.931, -4.099], [-3.626, -0.216, -4.831], [-1.528, 0.060, -3.513], [-1.969, -1.531, -0.161], [-1.932, 0.626, 3.700]],
  "mol_weight_g_mol": 1189.34,
  "charge": -2,
  "gap_ev": 5.13
}



Record 3
{
  "formula": "C51H47AsBClN13O3PPb",
  "method": "ωB97M-V with the def2-TZVPD basis set",
  "elements": ["Pb", "C", "C", "N", "N", "C", "B", "N", "C", "C", "C", "N", "N", "C", "C", "C", "N", "N", "C", "C", "C", "N", "H", "H", "H", "H", "H", "H", "H", "H", "H", "H", "H", "H", "N", "C", "N", "C", "N", "C", "C", "N", "C", "C", "N", "H", "H", "H", "H", "H", "O", "H", "H", "Cl", "C", "C", "C", "C", "C", "C", "C", "O", "O", "H", "H", "H", "H", "C", "C", "As", "C", "C", "C", "C", "C", "C", "C", "C", "C", "C", "C", "C", "P", "C", "C", "C", "C", "C", "C", "C", "C", "C", "C", "C", "C", "H", "H", "H", "H", "H", "H", "H", "H", "H", "H", "H", "H", "H", "H", "H", "H", "H", "H", "H", "H", "H", "H", "H", "H"],
  "xyz": [[1.329, -0.980, 1.727], [4.045, -4.015, 3.717], [3.679, -2.737, 3.316], [2.506, -2.777, 2.698], [2.094, -4.057, 2.681], [3.008, -4.822, 3.294], [0.878, -4.455, 1.821], [-0.378, -3.702, 2.304], [-1.402, -4.189, 3.025], [-2.305, -3.169, 3.238], [-1.738, -2.067, 2.609], [-0.584, -2.405, 2.054], [1.264, -4.014, 0.388], [1.711, -4.826, -0.586], [2.324, -4.056, -1.550], [2.209, -2.754, -1.075], [1.567, -2.744, 0.087], [0.572, -5.934, 1.838], [-0.440, -6.513, 1.142], [-0.444, -7.855, 1.430], [0.623, -8.019, 2.325], [1.210, -6.865, 2.556], [4.933, -4.315, 4.227], [4.189, -1.801, 3.420], [2.861, -5.879, 3.364], [-1.436, -5.208, 3.356], [-3.231, -3.220, 3.772], [-2.087, -1.057, 2.547], [1.583, -5.888, -0.539], [2.806, -4.383, -2.446], [2.600, -1.859, -1.512], [-1.076, -5.937, 0.501], [-1.112, -8.606, 1.063], [0.985, -8.919, 2.783], [-1.072, 3.246, 4.112], [-1.328, 2.474, 3.037], [-0.713, 1.326, 3.157], [-0.073, 1.426, 4.353], [-0.277, 2.590, 4.948], [0.631, 0.345, 5.008], [1.215, 0.541, 6.269], [1.700, -0.464, 6.961], [1.609, -1.678, 6.445], [1.088, -1.876, 5.171], [0.628, -0.864, 4.454], [-1.388, 4.178, 4.336], [-1.960, 2.758, 2.220], [1.280, 1.525, 6.705], [1.970, -2.495, 7.049], [1.021, -2.854, 4.720], [1.006, 0.108, -0.788], [1.970, 0.162, -0.582], [0.898, -0.669, -1.344], [8.214, 3.662, -1.915], [6.977, 2.820, -1.059], [5.970, 2.186, -1.772], [4.983, 1.513, -1.083], [4.983, 1.468, 0.308], [5.987, 2.122, 1.011], [6.990, 2.788, 0.328], [3.877, 0.684, 0.975], [3.517, 0.918, 2.130], [3.350, -0.200, 0.237], [5.964, 2.217, -2.850], [4.200, 1.005, -1.624], [5.997, 2.093, 2.090], [7.782, 3.284, 0.867], [-2.287, 3.003, -0.457], [-2.227, 3.531, -1.869], [-3.955, 4.145, -2.730], [-3.343, 3.768, -4.554], [-3.335, 4.817, -5.468], [-2.886, 4.626, -6.764], [-2.436, 3.379, -7.161], [-2.430, 2.328, -6.258], [-2.878, 2.522, -4.963], [-5.099, 2.598, -2.345], [-5.563, 2.472, -1.036], [-6.379, 1.419, -0.668], [-6.786, 0.498, -1.618], [-6.389, 0.652, -2.935], [-5.552, 1.693, -3.297], [-0.904, 1.738, -0.250], [0.535, 2.782, -0.707], [1.202, 3.301, 0.403], [2.300, 4.130, 0.249], [2.748, 4.450, -1.023], [2.093, 3.933, -2.128], [0.996, 3.102, -1.978], [-1.526, 0.502, -1.455], [-1.108, 0.322, -2.768], [-1.654, -0.687, -3.542], [-2.604, -1.539, -3.006], [-2.995, -1.391, -1.685], [-2.463, -0.375, -0.914], [-3.219, 2.471, -0.254], [-2.168, 3.814, 0.264], [-1.875, 2.760, -2.555], [-1.528, 4.371, -1.927], [-3.687, 5.793, -5.152], [-2.891, 5.449, -7.462], [-2.093, 3.224, -8.173], [-2.078, 1.354, -6.567], [-2.867, 1.687, -4.270], [-5.299, 3.231, -0.306], [-6.714, 1.328, 0.355], [-7.433, -0.319, -1.336], [-6.747, -0.035, -3.687], [-5.265, 1.809, -4.334], [0.860, 3.042, 1.396], [2.799, 4.518, 1.125], [3.604, 5.095, -1.155], [2.435, 4.178, -3.123], [0.506, 2.730, -2.862], [-0.345, 0.950, -3.195], [-1.327, -0.808, -4.564], [-3.022, -2.328, -3.611], [-3.711, -2.075, -1.256], [-2.759, -0.272, 0.121]],
  "de_lowest_kcal_mol": 36.8,
  "mol_weight_g_mol": 1249.39,
  "charge": 1,
  "multiplicity": 2,
  "gap_ev": [8.54, 4.39]
}